Record 1
Density functional theory data (the ωB97M-V functional and the def2-TZVPD basis) for a single C7H11N molecule at a distorted geometry.

Structure (XYZ):
```
19
Properties=species:S:1:pos:R:3:forces:R:3:lowdin_charge:R:1
C -0.20798 0.04838 0.63464 -0.2899 0.9906 -0.8154 -0.5088
C 0.28287 -1.25218 0.18722 0.3907 -0.6678 -1.3027 -0.0281
C 0.78956 0.90248 1.39436 -0.1015 -0.0644 0.0103 -0.0646
C -1.60855 0.09231 1.22490 0.1024 -0.0028 0.0052 -0.0576
C -0.25666 0.55693 -1.03346 0.1329 -2.3363 0.4265 -0.3511
N 0.30207 1.72203 -1.29413 0.5927 0.9971 -0.0196 0.1230
C 0.44975 -0.82595 -1.57472 -1.1429 1.5213 2.6988 -0.1920
C 0.95967 -1.37003 -2.54779 0.4843 -0.4229 -0.9846 0.1437
H 1.06932 1.63301 -1.95818 -0.2455 0.0515 -0.1845 0.0559
H -0.42324 -2.07576 0.14035 0.0663 -0.0360 0.2162 0.1048
H 1.29822 -1.53116 0.44558 -0.0804 -0.1009 0.1658 0.1042
H -1.31777 0.38003 -1.23251 0.0140 0.1592 -0.1772 0.1444
H 1.78619 0.83260 0.95626 -0.0189 -0.0230 -0.0009 0.0835
H 0.49420 1.95212 1.36374 -0.0116 -0.0448 0.0113 0.0781
H 0.84450 0.58200 2.43961 0.0149 -0.0036 -0.0551 0.0843
H -2.00022 1.11245 1.19998 0.0334 -0.0309 0.0363 0.0882
H -2.30112 -0.54793 0.67179 0.0647 0.0134 -0.0012 0.0807
H -1.60456 -0.24392 2.26589 -0.0005 0.0233 -0.0374 0.0837
H 1.44376 -1.96742 -3.28352 -0.0050 -0.0229 0.0083 0.0277
```
Positions in Å, forces in eV/Å.

Lowest unoccupied orbital energy (alpha / beta) = -0.312 / -0.581 eV
Energy = -327.84997 a.u.
Kohn-Sham gap (alpha / beta) = 0.298 / 0.247 hartree


Record 2
Density functional theory data (the ωB97M-V functional and the def2-TZVPD basis) for a single C7H11N molecule at a distorted geometry.

Structure (XYZ):
```
19
Properties=species:S:1:pos:R:3:forces:R:3:lowdin_charge:R:1
C -1.54666 -0.10667 1.55621 0.0632 -0.2329 0.0059 0.0294
C -0.91116 -0.53899 0.47705 -0.5782 1.2286 -0.4647 -0.1530
C 0.04657 0.29829 -0.38118 -0.2145 -0.6462 0.3406 -0.5678
C -0.48601 0.28568 -1.82108 0.0322 0.0450 0.1769 -0.0495
C 0.23125 1.73892 0.09502 -0.1512 -0.3103 0.0837 -0.0595
C 1.36479 -0.43706 -0.31990 -0.4412 0.3931 0.1278 -0.0684
C 1.46478 -1.49959 0.43323 1.3227 -0.6907 -0.5846 -0.1985
N 1.65282 -2.63918 0.83243 -0.6973 -0.1831 0.1883 0.1557
H -2.31110 -0.69938 2.03201 0.0009 -0.2298 0.1276 0.0534
H -1.33854 0.84181 2.02182 0.0417 0.2705 -0.0637 0.0517
H -1.17852 -1.49703 0.04778 0.0824 -0.1460 0.0138 0.1135
H 0.19724 0.82375 -2.47615 0.0400 0.0401 -0.0982 0.0824
H -1.46308 0.76427 -1.86211 -0.0684 0.0710 -0.0549 0.0858
H -0.58319 -0.73447 -2.18644 -0.0024 -0.0685 -0.0399 0.0846
H 0.94587 2.24855 -0.54936 0.0324 0.0414 -0.0485 0.0830
H 0.61627 1.76408 1.11209 0.0312 0.0329 0.0813 0.0836
H -0.71513 2.27457 0.06279 -0.0857 0.1175 -0.0102 0.0849
H 2.19954 -0.06018 -0.88928 0.3174 -0.0483 0.1455 0.1190
H 1.81426 -2.82737 1.81508 0.2747 0.3158 0.0732 0.0695
```
Positions in Å, forces in eV/Å.

Lowest unoccupied orbital energy = 0.928 eV
Energy = -328.00549 a.u.
Kohn-Sham gap = 0.349 hartree
SMILES string = C=CC(C)(C)C=C=N


Record 3
Density functional theory data (the ωB97M-V functional and the def2-TZVPD basis) for a single C7H11N molecule at a distorted geometry.

Structure (XYZ):
```
19
Properties=species:S:1:pos:R:3:forces:R:3:lowdin_charge:R:1
C 1.33294 -1.84222 1.02104 3.3150 0.1546 2.9384 -0.0768
C 0.65846 -1.05502 0.07428 -1.5947 4.7472 -4.6792 -0.2907
C 0.79241 -1.00329 -1.32386 -1.2109 -0.3190 2.3187 -0.0807
N -0.00199 -0.03221 -1.90554 0.3066 -0.1968 1.8354 0.0654
C -0.59251 0.69604 -0.85135 2.4038 -1.1557 0.5189 -0.2704
C -1.34840 1.93530 -1.05941 0.1940 1.7588 -1.0829 -0.0624
C -0.07889 0.14808 0.34036 -1.4263 -1.5162 0.0362 -0.1866
C -0.42133 0.47469 1.78106 -1.3816 0.0519 -3.6560 -0.0324
H 2.44973 -1.83346 0.77234 -1.2836 -0.2409 0.5552 0.1126
H 1.01939 -2.85065 1.05575 -0.3687 -1.1990 0.1886 0.0633
H 1.23608 -1.38163 2.07848 0.1925 -0.9397 -1.6283 0.1058
H 1.30927 -1.80427 -1.70612 0.9637 -1.2459 -2.2965 0.0837
H -0.12165 0.14897 -2.89274 0.1062 -0.0741 0.3899 0.1461
H -0.83306 2.87865 -0.68676 -0.8927 -1.2837 0.3843 0.1060
H -2.36807 1.76774 -0.75101 -0.3744 0.6423 0.6596 0.0702
H -1.46234 2.24589 -2.11468 0.1922 -0.7348 0.0502 0.0735
H 0.46080 0.71238 2.23226 2.0081 1.9058 1.6310 0.0486
H -1.24557 1.12437 1.60905 -0.2902 1.5391 1.1724 0.0693
H -0.78526 -0.32938 2.32685 -0.8592 -1.8940 0.6640 0.0556
```
Positions in Å, forces in eV/Å.

Lowest unoccupied orbital energy = 0.998 eV
Energy = -328.02311 a.u.
Kohn-Sham gap = 0.311 hartree
SMILES string = Cc1c[nH]c(C)c1C